Here is 2 unconnected molecules or ions with the total composition CH2N2O3 from OMol25. Energies are from ωB97M-V/def2-TZVPD.

Properties
SMILES ... N=C=O.O=NO
Energy above the lowest of the compared OMol25 structures with the same formula, charge and spin ... 1.074 eV
Total charge ... 0
E_HOMO ... -10.691 eV
LUMO energy ... -0.012 eV
2S+1 ... 1

Bonds (Å) are listed after each position.
Element x y z (Å)
1 N 1.0701 0.5167 -1.5089  C2 1.189, H4 1.019
2 C 1.2011 0.6381 -0.3337  N1 1.189, O3 1.167
3 O 1.5776 0.5975 0.7698  C2 1.167
4 H 0.7555 0.9528 -2.3742  N1 1.019
5 O -1.6800 -0.3758 -0.5263  N6 1.161
6 N -1.2690 -0.1135 0.5274  O5 1.161, O7 1.455
7 O -0.9819 -1.2878 1.3370  N6 1.455, H8 0.906
8 H -0.6734 -0.9280 2.1089  O7 0.906